Entry from OMol25: a molecular structure, C6H15N in a non-equilibrium geometry (ωB97M-V/def2-TZVPD).

Element x y z (Å)
C: -2.673 0.419 0.392
N: -1.488 -0.055 1.335
C: 1.257 0.685 0.588
C: 1.359 -0.273 -0.533
C: 0.778 -1.738 0.157
C: 2.875 0.242 -0.325
C: -2.214 0.672 -1.133
H: -3.133 1.360 0.803
H: -3.393 -0.402 0.419
H: -1.820 -0.321 2.224
H: 1.019 1.677 0.248
H: 1.186 0.469 1.674
H: 1.008 0.072 -1.511
H: 1.325 -1.993 1.089
H: -0.221 -1.456 0.500
H: 0.696 -2.566 -0.577
H: 3.458 -0.078 -1.208
H: 3.398 -0.326 0.483
H: 3.114 1.335 -0.314
H: -1.717 1.632 -1.224
H: -3.161 0.855 -1.625
H: -1.653 -0.211 -1.462

Values from the calculation:
Net charge: 0
Frontier orbital gap in eV: 5.24
E_tot in eV: -7947.92396

natural (NBO) atomic charge list, values in e, 5 entries: number 1, C, carries -0.216; number 2, N, carries -1.018; number 3, C, carries -0.066; number 4, C, carries -0.241; number 5, C, carries -0.629

---

Entry from OMol25: C6H15N in the gas phase in a non-equilibrium geometry (ωB97M-V/def2-TZVPD).

Element x y z (Å)
C: 1.550 -0.666 -2.128
C: 0.879 0.259 -1.185
N: -0.114 -0.526 -0.336
C: 0.688 -1.318 0.640
C: -0.985 0.452 0.285
C: -0.314 1.640 1.146
C: -2.156 -0.126 1.161
H: 1.672 -1.630 -1.526
H: 2.597 -0.306 -2.378
H: 0.955 -0.908 -3.009
H: 0.409 0.989 -1.847
H: 1.688 0.561 -0.504
H: 0.016 -1.846 1.363
H: 1.563 -0.784 1.017
H: 1.004 -2.053 -0.051
H: -1.313 1.156 -0.578
H: 0.102 2.274 0.328
H: 0.427 1.289 1.972
H: -1.190 2.375 1.602
H: -1.893 -1.053 1.675
H: -2.985 -0.353 0.495
H: -2.601 0.575 1.861

Values from the calculation:
Net charge: 0
SMILES string: CCN(C)C(C)C
Frontier orbital gap in eV: 9.72
E_tot in eV: -7953.26737

natural (NBO) atomic charge list, values in e, 5 entries: number 1, C, carries -0.606; number 2, C, carries -0.243; number 3, N, carries -0.440; number 4, C, carries -0.440; number 5, C, carries -0.027

---

Entry from OMol25: C6H15N in the gas phase (ωB97M-V/def2-TZVPD).

Element x y z (Å)
C: -2.305 0.944 2.314
N: -1.481 -0.036 1.643
C: -0.612 0.528 0.611
C: -0.004 -0.588 -0.219
C: 0.870 -0.168 -1.396
C: 1.278 -1.394 -2.192
C: 2.150 0.507 -0.875
H: -2.901 1.464 1.552
H: -1.755 1.702 2.903
H: -3.012 0.443 2.974
H: -0.922 -0.596 2.272
H: 0.171 1.137 1.073
H: -1.227 1.178 0.002
H: 0.591 -1.235 0.436
H: -0.814 -1.242 -0.518
H: 0.346 0.572 -2.016
H: 1.781 -1.117 -3.120
H: 0.422 -2.020 -2.461
H: 1.985 -2.004 -1.633
H: 2.761 0.797 -1.736
H: 2.707 -0.249 -0.316
H: 1.971 1.415 -0.310

Values from the calculation:
Net charge: 0
SMILES string: CNCCC(C)C
Frontier orbital gap in eV: 9.79
E_tot in eV: -7955.23610

natural (NBO) atomic charge list, values in e, 5 entries: number 1, C, carries -0.408; number 2, N, carries -0.626; number 3, C, carries -0.211; number 4, C, carries -0.399; number 5, C, carries -0.217

---

Entry from OMol25: 2 unconnected molecules or ions with the total composition C6H15N in a non-equilibrium geometry (ωB97M-V/def2-TZVPD).

Element x y z (Å)
C: 1.726 -2.264 0.678
C: 1.472 -1.147 1.679
N: 2.336 -0.001 1.363
H: 2.798 -2.460 0.661
H: 1.197 -3.164 0.987
H: 1.424 -1.968 -0.331
H: 0.412 -0.841 1.665
H: 1.678 -1.530 2.677
H: 2.197 0.243 0.400
H: 2.123 0.829 1.921
C: -2.589 1.584 0.111
C: -1.224 1.539 -0.601
C: -0.958 0.276 -1.316
C: -0.461 0.213 -2.616
H: -2.693 0.937 0.977
H: -2.738 2.610 0.444
H: -3.388 1.375 -0.599
H: -0.423 1.575 0.158
H: -1.147 2.383 -1.286
H: -1.194 -0.611 -0.729
H: -0.042 -0.694 -3.032
H: -0.507 1.118 -3.214

Values from the calculation:
2S+1: 2
Net charge: +1
Frontier orbital gap (spin up / spin down) in eV: 7.05 / 3.22
E_tot in eV: -7945.04604

natural (NBO) atomic charge list, values in e, 5 entries: number 1, C, carries -0.612; number 2, C, carries -0.211; number 3, N, carries -0.820; number 4, H, carries 0.234; number 5, H, carries 0.226

---

Entry from OMol25: a molecular structure, C6H15N2 in a non-equilibrium geometry (ωB97M-V/def2-TZVPD).

Element x y z (Å)
C: 2.411 1.046 -0.735
C: 1.169 0.219 -0.734
C: 0.065 0.742 0.152
C: -1.278 0.076 0.056
C: -2.472 0.674 -0.478
N: -3.646 0.175 -0.458
C: -1.355 -1.337 0.515
N: 2.295 -1.417 0.668
H: 3.228 0.496 -1.207
H: 2.735 1.317 0.270
H: 2.224 1.958 -1.318
H: 0.896 -0.161 -1.717
H: 0.423 0.493 1.161
H: -0.048 1.834 0.199
H: -2.332 1.753 -0.655
H: -2.224 0.957 1.349
H: -4.241 0.716 -1.077
H: -2.384 -1.685 0.553
H: -0.761 -2.002 -0.124
H: -0.936 -1.379 1.527
H: 1.712 -0.704 0.007
H: 1.966 -1.403 1.633
H: 2.555 -2.367 0.412

Values from the calculation:
Net charge: +1
Frontier orbital gap in eV: 4.11
E_tot in eV: -9430.66224

natural (NBO) atomic charge list, values in e, 5 entries: number 1, C, carries -0.678; number 2, C, carries 0.142; number 3, C, carries -0.552; number 4, C, carries -0.005; number 5, C, carries 0.009

---

Entry from OMol25: a gas-phase ion, C6H15N2 (charge +1) in a non-equilibrium geometry (ωB97M-V/def2-TZVPD).

Element x y z (Å)
N: 1.872 -1.518 -0.672
C: 1.522 -1.803 0.760
C: 0.601 -0.479 1.203
N: 0.090 0.213 -0.024
C: -1.175 -0.342 -0.634
C: -2.146 0.806 -0.108
C: -1.261 1.959 -0.648
C: 0.071 1.667 0.095
H: 2.646 -2.065 -0.997
H: 1.061 -1.598 -1.423
H: 2.126 -0.431 -0.712
H: 2.517 -1.868 1.271
H: 1.032 -2.676 0.914
H: -0.095 -1.019 1.739
H: 1.130 0.284 1.796
H: -1.392 -1.355 -0.367
H: -1.042 -0.325 -1.707
H: -3.150 0.895 -0.308
H: -2.244 0.662 0.935
H: -1.877 2.774 -0.204
H: -1.233 2.037 -1.734
H: 0.183 1.982 1.118
H: 0.766 2.201 -0.290

Values from the calculation:
Net charge: +1
SMILES string: [NH3+]CCN1CCCC1
Frontier orbital gap in eV: 9.11
E_tot in eV: -9436.21212

natural (NBO) atomic charge list, values in e, 5 entries: number 1, N, carries -0.705; number 2, C, carries -0.232; number 3, C, carries -0.207; number 4, N, carries -0.504; number 5, C, carries -0.234

---

Entry from OMol25: 2 unconnected molecules or ions with the total composition C6H15N2 in a non-equilibrium geometry (ωB97M-V/def2-TZVPD).

Element x y z (Å)
C: 2.316 -0.989 1.279
C: 1.439 -0.878 0.195
N: 0.652 -1.828 -0.332
N: 2.423 0.205 2.056
H: 2.444 -1.906 1.845
H: 1.303 0.151 -0.229
H: -0.257 -1.485 -0.606
H: 0.572 -2.703 0.129
H: 3.296 0.167 2.600
H: 1.610 0.274 2.667
H: 2.397 0.991 1.392
C: -0.158 2.103 -1.160
C: -1.200 1.175 -0.594
C: -1.762 0.053 -1.192
C: -2.909 -0.747 -0.653
H: 0.267 1.596 -2.053
H: -0.567 3.061 -1.548
H: 0.676 2.299 -0.451
H: -1.625 1.480 0.376
H: -1.363 -0.282 -2.187
H: -3.491 -0.034 -0.072
H: -3.568 -1.148 -1.415
H: -2.495 -1.556 -0.045

Values from the calculation:
Net charge: +1
Frontier orbital gap in eV: 8.88
E_tot in eV: -9436.95082

natural (NBO) atomic charge list, values in e, 5 entries: number 1, C, carries -0.285; number 2, C, carries 0.111; number 3, N, carries -0.756; number 4, N, carries -0.660; number 5, H, carries 0.222

---

Entry from OMol25: a gas-phase ion, C6H15N2 (charge +1) in a non-equilibrium geometry (ωB97M-V/def2-TZVPD).

Element x y z (Å)
C: 2.917 -1.256 0.575
C: 1.703 -0.932 0.203
C: 1.288 0.521 0.034
C: -0.110 0.656 0.716
N: -0.280 1.986 1.529
C: -1.336 0.498 -0.141
N: -1.629 -0.942 -0.417
C: -1.753 -1.235 -1.839
H: 3.270 -2.350 0.347
H: 3.659 -0.490 0.916
H: 0.903 -1.761 -0.143
H: 1.978 1.245 0.361
H: 1.295 0.600 -1.156
H: -0.133 -0.189 1.559
H: -0.665 2.729 0.872
H: -0.712 1.859 2.433
H: 0.656 2.374 1.816
H: -2.363 0.867 0.380
H: -1.259 1.013 -1.079
H: -2.364 -1.359 0.129
H: -0.899 -1.983 -2.252
H: -2.668 -1.648 -2.329
H: -1.497 -0.204 -2.514

Values from the calculation:
Net charge: +1
SMILES string: C=CC[C@@H]([NH3+])CNC
Frontier orbital gap in eV: 8.78
E_tot in eV: -9435.73505

natural (NBO) atomic charge list, values in e, 5 entries: number 1, C, carries -0.378; number 2, C, carries -0.228; number 3, C, carries -0.479; number 4, C, carries -0.040; number 5, N, carries -0.704

---

Look up the E_tot of the second one. -7953.26737 eV

---

Repeat the eighth record exactly.
Entry from OMol25: a gas-phase ion, C6H15N2 (charge +1) in a non-equilibrium geometry (ωB97M-V/def2-TZVPD).

Element x y z (Å)
C: 2.917 -1.256 0.575
C: 1.703 -0.932 0.203
C: 1.288 0.521 0.034
C: -0.110 0.656 0.716
N: -0.280 1.986 1.529
C: -1.336 0.498 -0.141
N: -1.629 -0.942 -0.417
C: -1.753 -1.235 -1.839
H: 3.270 -2.350 0.347
H: 3.659 -0.490 0.916
H: 0.903 -1.761 -0.143
H: 1.978 1.245 0.361
H: 1.295 0.600 -1.156
H: -0.133 -0.189 1.559
H: -0.665 2.729 0.872
H: -0.712 1.859 2.433
H: 0.656 2.374 1.816
H: -2.363 0.867 0.380
H: -1.259 1.013 -1.079
H: -2.364 -1.359 0.129
H: -0.899 -1.983 -2.252
H: -2.668 -1.648 -2.329
H: -1.497 -0.204 -2.514

Values from the calculation:
Net charge: +1
SMILES string: C=CC[C@@H]([NH3+])CNC
Frontier orbital gap in eV: 8.78
E_tot in eV: -9435.73505

natural (NBO) atomic charge list, values in e, 5 entries: number 1, C, carries -0.378; number 2, C, carries -0.228; number 3, C, carries -0.479; number 4, C, carries -0.040; number 5, N, carries -0.704

---

What is the E_tot in the fourth record? -7945.04604 eV

---

Which formula does entry 5 have? C6H15N2